Formula: C3H14NO4S
Source: OMol25
Level of theory: ωB97M-V/def2-TZVPD

## Properties
- HOMO (eV) = -4.93

The geometry in ORCA input format:
```
! wB97M-V def2-TZVPD RIJCOSX def2/J DEFGRID3
* xyz -1 1
C 0.242 0.252 -0.643
C 0.594 1.406 -1.464
S -0.749 2.740 -1.397
N 1.482 -0.657 -0.497
C 1.383 -1.570 0.689
O 0.143 -2.193 0.646
H -0.533 -0.372 -1.156
H -0.047 0.402 0.467
H 1.633 1.883 -1.226
H 0.737 1.002 -2.489
H -1.059 2.481 -0.045
H 1.359 -1.189 -1.326
H 1.512 -0.999 1.680
H 2.209 -2.401 0.661
H 0.731 0.993 3.017
H -0.506 1.154 2.257
O 0.228 1.628 2.564
H -1.010 -2.230 -2.117
H -0.422 -2.673 -0.650
O -0.808 -3.004 -1.620
H -1.212 -1.182 3.087
H -0.703 -1.457 1.555
O -1.363 -0.827 2.238
*
```



Formula: C24H27BaN3O5S4
Source: OMol25
Level of theory: ωB97M-V/def2-TZVPD

## Properties
- HOMO (eV) = -12.39

The geometry in ORCA input format:
```
! wB97M-V def2-TZVPD RIJCOSX def2/J DEFGRID3
* xyz 2 1
C 5.029 0.074 -3.622
S 3.513 -0.842 -3.611
O 3.168 -1.105 -4.970
O 3.743 -2.110 -2.817
C 2.354 0.185 -2.836
C 2.691 0.795 -1.628
C 1.754 1.649 -1.060
C 2.063 2.348 0.248
C 2.367 1.354 1.380
C 1.408 0.163 1.414
C 1.076 -0.332 2.838
C -0.329 0.116 3.270
C -1.023 -0.849 4.222
C -1.484 -2.126 3.503
S -0.593 -3.613 4.068
C 0.685 -3.815 2.897
N 0.503 -4.108 1.648
N 1.774 -4.186 1.087
C 2.592 -3.954 2.047
O 1.993 -3.700 3.216
C 0.528 1.849 -1.711
C 0.190 1.199 -2.916
C 1.136 0.357 -3.474
N -1.065 1.474 -3.508
S -1.309 0.902 -5.103
C -2.170 1.311 -2.596
C -3.297 0.543 -2.851
C -4.320 0.470 -1.917
C -4.264 1.145 -0.701
C -5.408 1.070 0.275
C -5.132 1.786 1.556
O -5.518 2.875 1.805
O -4.382 1.072 2.418
C -3.123 1.893 -0.436
C -2.108 1.969 -1.376
S -0.669 2.944 -1.037
H 5.440 0.214 -2.626
H 4.796 1.055 -4.019
H 5.741 -0.424 -4.271
H 3.652 0.627 -1.170
H 2.892 3.032 0.097
H 1.171 2.876 0.556
H 3.379 0.963 1.270
H 2.345 1.885 2.326
H 0.461 0.372 0.922
H 1.871 -0.673 0.890
H 1.108 -1.418 2.857
H 1.802 0.036 3.556
H -0.954 0.268 2.391
H -0.247 1.075 3.779
H -1.881 -0.338 4.651
H -0.381 -1.110 5.059
H -2.523 -2.342 3.717
H -1.397 -2.007 2.428
H 3.658 -3.966 1.947
H 0.959 -0.165 -4.399
H -1.324 -0.437 -4.906
H -3.404 -0.006 -3.770
H -5.202 -0.112 -2.136
H -5.731 0.047 0.443
H -6.249 1.592 -0.175
H -3.983 1.697 3.039
H -3.000 2.452 0.477
Ba 5.314 -3.838 -2.302
*
```



Formula: C4H5NO
Source: OMol25
Level of theory: ωB97M-V/def2-TZVPD

## Properties
- SMILES string = Cc1ncco1
- HOMO (eV) = -9.11
- energy relative to the best compared isomer or geometry (same formula, charge and spin) (kJ/mol) = 62.3

The geometry in ORCA input format:
```
! wB97M-V def2-TZVPD RIJCOSX def2/J DEFGRID3
* xyz 0 1
C 1.800 0.048 0.063
C 0.356 0.229 0.353
N -0.426 1.203 0.017
C -1.653 0.589 -0.190
C -1.541 -0.732 0.067
O -0.266 -0.969 0.462
H 2.128 -0.904 0.480
H 2.464 0.864 0.337
H 1.797 -0.056 -1.028
H -2.498 1.123 -0.597
H -2.153 -1.608 -0.053
*
```



Formula: C3H10N2
Source: OMol25
Level of theory: ωB97M-V/def2-TZVPD

## Properties
- SMILES string = C[C@H](N)CN
- HOMO (eV) = -8.83
- energy relative to the best compared isomer or geometry (same formula, charge and spin) (kJ/mol) = 22.8

The geometry in ORCA input format:
```
! wB97M-V def2-TZVPD RIJCOSX def2/J DEFGRID3
* xyz 0 1
C 1.388 1.188 0.464
C 0.520 -0.035 0.213
N 0.923 -0.667 -1.057
C -0.952 0.319 0.275
N -1.795 -0.850 0.146
H 1.202 1.575 1.466
H 2.444 0.918 0.425
H 1.222 1.991 -0.257
H 0.768 -0.734 1.018
H 1.127 0.049 -1.747
H 0.168 -1.226 -1.436
H -1.165 1.052 -0.527
H -1.163 0.839 1.208
H -1.396 -1.770 0.132
H -2.731 -0.789 0.491
*
```



Formula: C7H14N4
Source: OMol25
Level of theory: ωB97M-V/def2-TZVPD

## Properties
- HOMO (eV) = -9.24
- energy relative to the best compared isomer or geometry (same formula, charge and spin) (kJ/mol) = 352.0

The geometry in ORCA input format:
```
! wB97M-V def2-TZVPD RIJCOSX def2/J DEFGRID3
* xyz 0 1
C -1.156 -0.106 -1.631
C -2.799 0.052 0.251
C -2.696 -1.957 -1.346
C 2.746 1.126 -0.047
C 2.358 1.599 2.425
C -2.533 -0.381 -1.274
C 1.658 1.386 1.058
N 1.084 -0.980 1.119
N -0.170 -0.093 -2.205
N 1.280 -2.068 1.002
N 0.899 0.182 1.195
H -3.792 -0.270 0.660
H -2.706 1.095 0.426
H -2.221 -0.542 1.039
H -2.820 -2.525 -2.301
H -3.290 -2.226 -0.455
H -1.722 -2.336 -0.959
H 2.661 0.101 -0.529
H 3.803 0.939 0.496
H 2.748 1.924 -0.803
H 2.856 0.643 2.810
H 1.700 1.929 3.288
H 3.234 2.331 2.490
H -3.258 0.096 -1.876
H 1.121 2.224 0.629
*
```



Formula: C13H29F3N5O5P2S
Source: OMol25
Level of theory: ωB97M-V/def2-TZVPD

## Properties
- HOMO (eV) = -4.15
- energy relative to the best compared isomer or geometry (same formula, charge and spin) (kJ/mol) = 0.0

The geometry in ORCA input format:
```
! wB97M-V def2-TZVPD RIJCOSX def2/J DEFGRID3
* xyz -1 1
C -2.292 -1.310 0.058
C -1.442 -0.358 0.399
P -1.785 0.854 1.842
C -0.515 0.001 3.039
O -0.054 -1.276 2.561
C 1.334 -1.321 2.393
C 1.719 -2.576 1.625
C 1.526 -2.398 0.113
C -0.507 2.084 1.147
C -0.125 3.359 1.921
N 0.447 3.096 3.239
N 1.036 3.981 1.163
N -1.144 4.375 1.957
N -2.292 2.000 3.282
C -3.313 1.816 3.856
S -4.795 1.851 4.436
P -3.465 1.757 0.499
N -3.809 3.242 0.853
O -3.169 1.580 -1.122
O -4.789 0.820 0.709
H -3.009 -1.699 0.771
H -2.309 -1.745 -0.936
H -0.525 -0.203 -0.163
H -2.785 -0.090 2.299
H -1.026 -0.172 3.986
H 0.367 0.624 3.167
H 1.842 -1.287 3.364
H 1.689 -0.465 1.806
H 1.066 -3.377 1.966
H 2.752 -2.842 1.839
H 0.470 -2.544 -0.102
H 1.737 -1.369 -0.166
H 2.107 -3.100 -0.475
H -0.865 2.405 0.164
H 0.408 1.523 0.962
H 1.128 3.834 3.383
H -0.282 3.277 3.920
H 1.847 3.416 1.408
H 0.885 3.754 0.185
H -1.645 4.451 1.086
H -1.777 4.249 2.728
H -4.776 3.379 1.115
H -2.693 2.381 -1.369
H -5.255 0.767 -0.133
C 1.679 -2.180 -6.374
C 2.021 -3.414 -5.568
O 3.170 -3.188 -4.730
C 2.928 -2.557 -3.585
O 1.869 -2.168 -3.204
C 4.234 -2.434 -2.781
F 5.251 -2.045 -3.562
F 4.559 -3.620 -2.247
F 4.110 -1.555 -1.799
H 2.545 -1.850 -6.950
H 0.860 -2.393 -7.060
H 1.382 -1.358 -5.724
H 2.298 -4.235 -6.226
H 1.178 -3.745 -4.963
*
```



Formula: C2H2N2O3
Source: OMol25
Level of theory: ωB97M-V/def2-TZVPD

## Properties
- SMILES string = O=c1oncn1O
- HOMO (eV) = -10.00
- energy relative to the best compared isomer or geometry (same formula, charge and spin) (kJ/mol) = 407.2

The geometry in ORCA input format:
```
! wB97M-V def2-TZVPD RIJCOSX def2/J DEFGRID3
* xyz 0 1
O 0.435 1.788 -0.605
C 0.176 0.578 -0.467
O -0.206 -0.316 -1.314
N -0.180 -1.674 -0.861
C -0.155 -1.398 0.477
N 0.065 -0.190 0.723
O -0.098 0.839 1.732
H -0.324 -2.205 1.151
H -0.047 1.682 1.255
*
```



Formula: C27H29FeN2
Source: OMol25
Level of theory: ωB97M-V/def2-TZVPD

## Properties
- expectation value of S² = 6.0628
- HOMO (spin up / spin down) (eV) = -0.30 / -4.63
- energy relative to the best compared isomer or geometry (same formula, charge and spin) (kJ/mol) = 0.0

The geometry in ORCA input format:
```
! wB97M-V def2-TZVPD RIJCOSX def2/J DEFGRID3
* xyz -1 5
C 2.352 1.345 -4.672
N 1.794 0.123 -4.117
C 0.512 -0.280 -4.349
H -0.635 1.363 -1.932
C -0.377 0.284 -5.356
C -0.157 -0.243 -6.649
C -0.930 0.186 -7.715
C -1.926 1.149 -7.517
C -2.146 1.670 -6.242
C -1.397 1.245 -5.143
N 0.385 -1.511 -3.799
C -0.807 -2.316 -3.935
C 1.624 -1.961 -3.312
C 2.538 -0.927 -3.540
C 3.871 -1.183 -3.836
C 4.232 -2.534 -3.984
C 3.321 -3.558 -3.699
C 2.013 -3.292 -3.274
H 3.390 1.466 -4.334
H 2.346 1.318 -5.777
H 1.732 2.172 -4.299
H 0.624 -0.996 -6.796
H -0.740 -0.241 -8.699
H -2.527 1.503 -8.358
H -2.923 2.419 -6.092
H -1.566 1.611 -4.131
H -0.710 -3.211 -3.317
H -1.640 -1.706 -3.575
H -1.010 -2.611 -4.975
H 4.523 -0.349 -4.115
H 5.212 -2.762 -4.383
H 3.625 -4.585 -3.881
H 1.275 -4.061 -3.081
C 0.728 2.972 -1.793
C -0.584 2.290 -1.396
C -0.817 1.768 -0.015
C -2.013 1.964 0.826
C -1.761 1.288 2.084
C -0.495 0.616 2.020
C 0.083 0.845 0.685
Fe -1.657 0.041 0.502
C -2.117 -0.716 -1.292
C -3.289 -0.385 -0.516
C -3.201 -1.106 0.742
C -1.979 -1.885 0.726
C -1.315 -1.657 -0.541
H 0.586 3.436 -2.776
H 1.047 3.752 -1.097
H 1.566 2.251 -1.889
H -1.492 2.785 -1.742
H -2.860 2.592 0.530
H -2.427 1.361 2.946
H -0.027 0.043 2.821
H 1.029 0.466 0.285
H -1.960 -0.434 -2.328
H -4.124 0.216 -0.854
H -3.947 -1.128 1.529
H -1.680 -2.625 1.461
H -0.475 -2.225 -0.916
*
```



What are the largest force on an atom values for these records? In order: 0.0872; 0.0301; 0.0087; 0.0129; 0.0796; 0.0623; 0.1983; 0.0665 Eh/bohr.